{"formula": "C4H7NO2", "method": "wB97M-V/def2-TZVPD", "species": ["O", "N", "C", "C", "C", "C", "O", "H", "H", "H", "H", "H", "H", "H"], "xyz": [[2.366, 1.373, -0.241], [1.771, 0.598, -0.983], [0.855, -0.080, -0.125], [0.055, -1.350, -0.538], [-1.140, -0.771, 0.252], [-0.524, 0.623, 0.114], [-0.626, 1.438, 1.241], [1.449, 0.391, 0.782], [0.438, -2.326, -0.239], [-0.159, -1.379, -1.623], [-1.102, -1.092, 1.297], [-2.152, -0.894, -0.142], [-0.861, 1.133, -0.792], [-0.370, 2.337, 0.998]], "forces_ev_per_a": [[0.8, 0.4, -1.9], [0.3, 1.2, 0.2], [0.2, 0.8, 1.0], [0.4, 0.0, 0.4], [-0.2, 0.0, 0.1], [-0.2, 0.0, -0.5], [0.0, 0.3, -0.1], [-1.6, -3.0, 0.3], [0.0, 0.1, 0.0], [0.3, 0.3, 0.5], [-0.1, 0.1, -0.1], [0.2, -0.1, 0.1], [-0.1, 0.0, 0.0], [0.0, -0.1, 0.1]], "nbo_charge": [-0.318, 0.162, -0.253, -0.406, -0.415, 0.122, -0.697, 0.278, 0.222, 0.222, 0.221, 0.213, 0.171, 0.478], "orbital_gap_ha": 0.341, "total_energy_ha": -361.691498, "charge": 0, "relative_energy_ev": 5.1527, "homo_ev": -9.48, "smiles": "O=N[C@@H]1CC[C@H]1O"}



{"formula": "C5H9N2", "method": "wB97M-V/def2-TZVPD", "species": ["C", "N", "C", "N", "C", "C", "C", "H", "H", "H", "H", "H", "H", "H", "H", "H"], "xyz": [[0.877, -1.470, -0.134], [0.172, -0.193, -0.063], [0.769, 0.936, 0.194], [2.041, 1.079, 0.059], [-1.308, -0.348, -0.211], [-2.342, 0.154, 0.743], [-2.193, 0.866, -0.325], [0.153, -2.275, -0.302], [1.445, -1.395, -1.009], [1.479, -1.590, 0.772], [0.067, 1.763, 0.316], [2.662, 1.857, 0.049], [2.650, 0.221, 0.040], [-1.336, -1.241, -0.798], [-2.681, -0.104, 1.720], [-2.455, 1.742, -1.052]], "forces_ev_per_a": [[-0.5, 0.5, 0.6], [-0.8, -0.3, 1.6], [-2.6, 0.0, -1.4], [3.8, -2.3, 0.4], [-0.3, 1.6, -0.1], [1.2, -0.5, -0.1], [0.0, 0.9, -1.9], [0.3, 0.2, 0.5], [1.4, -0.4, -1.2], [-0.1, -0.4, -0.2], [0.6, 0.2, 0.1], [-0.7, 1.2, 0.4], [-1.2, 1.1, -0.2], [-1.1, -0.3, -0.4], [-0.5, 0.2, 0.3], [0.4, -1.9, 1.8]], "nbo_charge": [-0.436, -0.325, 0.377, -0.734, -0.109, -0.133, -0.172, 0.248, 0.219, 0.227, 0.236, 0.446, 0.418, 0.199, 0.259, 0.280], "orbital_gap_ha": 0.396, "total_energy_ha": -305.084133, "charge": 1, "relative_energy_ev": 3.9701, "homo_ev": -13.95, "smiles": "CN(C=[NH2+])C1C=C1"}



{"formula": "C4H14N2O", "method": "wB97M-V/def2-TZVPD", "species": ["C", "C", "C", "C", "N", "N", "H", "H", "H", "H", "H", "H", "H", "H", "H", "H", "H", "H", "H", "H", "O"], "xyz": [[0.345, -0.196, 1.793], [0.440, 0.034, 0.286], [-0.806, 0.667, -0.176], [-2.055, 0.745, 0.445], [-0.770, 1.232, -1.538], [1.701, -0.653, 2.301], [0.106, 0.745, 2.269], [-0.353, -1.018, 1.902], [1.399, 0.567, 0.080], [0.635, -0.927, -0.264], [-2.951, 0.945, -0.129], [-2.323, 0.385, 1.431], [-1.238, 2.130, -1.458], [-1.164, 0.558, -2.209], [0.194, 1.314, -1.859], [1.901, -0.283, 3.230], [1.787, -1.662, 2.346], [2.435, -0.291, 1.674], [0.996, -1.286, -3.505], [-0.359, -1.930, -3.352], [0.082, -1.076, -3.267]], "forces_ev_per_a": [[0.4, -0.4, -1.4], [0.5, -0.5, -0.5], [0.6, 0.7, 0.3], [-0.9, -0.2, 0.2], [0.6, -1.3, 0.6], [0.3, 0.5, 0.0], [-0.3, -0.1, 0.4], [-0.3, 0.2, 0.8], [-0.5, 0.5, 0.0], [0.0, -0.3, 0.6], [0.1, 0.1, -0.3], [0.5, 0.0, 0.0], [-0.3, 0.2, -0.7], [-0.5, 0.5, -0.2], [0.0, 0.5, 0.0], [-0.1, -0.1, 0.1], [0.0, -0.3, -0.1], [-0.2, -0.2, 0.2], [-0.1, 0.2, 0.0], [-0.2, 0.1, 0.0], [0.3, -0.3, 0.1]], "nbo_charge": [-0.222, -0.438, -0.128, -0.694, -0.668, -0.672, 0.246, 0.243, 0.166, 0.165, 0.199, 0.203, 0.431, 0.427, 0.416, 0.443, 0.442, 0.438, 0.484, 0.489, -0.970], "orbital_gap_ha": [0.135, 0.284], "spin_multiplicity": 2, "total_energy_ha": -345.168932, "charge": 1, "relative_energy_ev": 2.0445, "homo_ev": [-7.10, -11.21]}



{"formula": "C39H54BiGe2I2N2O3S3Se3Te", "method": "wB97M-V/def2-TZVPD", "species": ["Bi", "Se", "Se", "Te", "Se", "C", "C", "Ge", "C", "C", "C", "C", "Ge", "C", "C", "C", "C", "C", "C", "C", "C", "C", "C", "H", "H", "H", "H", "H", "H", "H", "H", "H", "H", "H", "H", "H", "H", "H", "H", "H", "H", "H", "H", "H", "H", "H", "H", "H", "H", "O", "S", "C", "C", "C", "C", "S", "O", "C", "C", "C", "C", "C", "C", "C", "C", "C", "C", "C", "C", "H", "H", "H", "H", "H", "H", "H", "H", "H", "H", "H", "H", "H", "H", "H", "H", "H", "H", "I", "I", "N", "C", "S", "N", "C", "C", "C", "C", "C", "C", "H", "H", "H", "H", "H", "H", "H", "H", "O", "H", "H"], "xyz": [[-0.237, 1.466, 0.018], [1.843, 3.112, 0.500], [1.951, 4.490, -1.374], [1.960, 2.687, -3.099], [-0.356, 1.997, -2.570], [2.797, 0.811, 4.042], [2.395, 0.373, 2.630], [0.446, 0.287, 2.394], [-0.203, -1.436, 3.054], [-0.330, -1.387, 4.580], [-0.394, 1.802, 3.318], [-1.270, 2.785, 3.044], [-1.939, 3.153, 1.193], [-1.380, 4.864, 0.383], [-2.183, 6.134, 0.662], [-3.831, 2.815, 0.789], [-4.879, 3.547, 1.630], [-1.741, 3.705, 4.128], [-2.599, 4.756, 3.820], [-3.073, 5.628, 4.789], [-2.691, 5.464, 6.109], [-1.841, 4.417, 6.444], [-1.377, 3.550, 5.472], [3.879, 0.942, 4.094], [2.523, 0.078, 4.801], [2.347, 1.766, 4.316], [2.769, -0.625, 2.392], [2.827, 1.046, 1.892], [0.521, -2.189, 2.741], [-1.157, -1.684, 2.601], [0.630, -1.225, 5.070], [-0.724, -2.336, 4.946], [-1.011, -0.599, 4.908], [-0.034, 1.757, 4.346], [-1.413, 4.644, -0.689], [-0.330, 5.016, 0.628], [-3.253, 5.994, 0.501], [-1.860, 6.928, -0.013], [-2.035, 6.497, 1.678], [-3.990, 1.742, 0.853], [-3.928, 3.085, -0.266], [-4.777, 3.330, 2.694], [-5.879, 3.234, 1.324], [-4.829, 4.629, 1.510], [-2.915, 4.907, 2.798], [-3.740, 6.433, 4.508], [-3.052, 6.140, 6.873], [-1.538, 4.275, 7.473], [-0.728, 2.743, 5.781], [-2.637, 0.498, -1.229], [-3.934, -0.252, -1.186], [-4.170, -1.077, -2.785], [-2.958, -1.814, -3.344], [-2.097, -0.946, -4.257], [-0.795, -1.617, -4.677], [0.511, -1.595, -3.375], [-0.167, -1.510, -2.044], [1.047, -3.287, -3.566], [2.127, -3.559, -4.390], [2.546, -4.874, -4.545], [1.888, -5.893, -3.871], [0.812, -5.605, -3.040], [0.387, -4.296, -2.881], [-3.642, -1.738, -0.224], [-4.733, -2.489, 0.199], [-4.512, -3.664, 0.900], [-3.213, -4.072, 1.184], [-2.133, -3.303, 0.777], [-2.343, -2.125, 0.067], [-4.537, -0.292, -3.451], [-5.002, -1.757, -2.590], [-3.330, -2.677, -3.902], [-2.338, -2.198, -2.534], [-1.896, 0.009, -3.772], [-2.650, -0.727, -5.176], [-0.341, -1.074, -5.508], [-0.959, -2.648, -4.990], [2.637, -2.752, -4.902], [3.389, -5.102, -5.183], [2.218, -6.916, -3.987], [0.311, -6.401, -2.506], [-0.432, -4.046, -2.215], [-5.744, -2.157, -0.009], [-5.353, -4.261, 1.225], [-3.044, -4.992, 1.727], [-1.121, -3.623, 0.998], [-1.508, -1.537, -0.293], [1.885, -2.971, 0.433], [1.123, -5.346, 1.528], [5.114, -1.593, -0.482], [4.313, -0.868, -1.267], [2.729, -0.461, -0.818], [4.778, -0.437, -2.451], [6.069, -0.648, -3.013], [7.224, -0.371, -2.293], [8.463, -0.582, -2.881], [8.552, -1.043, -4.186], [7.393, -1.289, -4.909], [6.152, -1.099, -4.325], [4.710, -1.997, 0.346], [5.985, -1.964, -0.827], [4.077, 0.003, -3.028], [7.157, 0.039, -1.293], [9.362, -0.365, -2.319], [9.520, -1.200, -4.641], [7.455, -1.639, -5.931], [5.244, -1.301, -4.880], [-2.681, 0.143, 2.122], [-3.205, -0.600, 1.793], [-3.076, 0.412, 2.960]], "forces_ev_per_a": [[-0.1, 0.3, -0.4], [0.2, -0.1, 0.0], [0.0, 0.0, 0.0], [0.0, 0.0, 0.0], [0.0, -0.2, 0.0], [0.0, 0.0, 0.0], [0.0, 0.1, -0.1], [0.2, -0.1, 0.5], [-0.1, 0.0, -0.1], [-0.1, 0.0, 0.0], [-0.2, 0.0, -0.2], [0.1, -0.1, 0.0], [-0.1, 0.3, 0.2], [0.0, 0.0, 0.0], [0.0, 0.0, 0.0], [0.0, -0.1, 0.0], [0.0, 0.0, 0.0], [0.0, 0.0, 0.0], [0.0, 0.0, 0.0], [0.0, 0.0, 0.0], [0.0, 0.0, 0.0], [0.0, 0.0, 0.0], [0.0, 0.0, 0.0], [0.0, 0.0, 0.0], [0.0, 0.0, 0.0], [0.0, 0.0, 0.0], [0.0, 0.0, 0.1], [0.0, 0.0, 0.0], [0.0, 0.1, 0.1], [0.0, 0.0, 0.0], [0.0, 0.0, 0.0], [0.0, 0.0, 0.0], [0.0, 0.0, 0.0], [0.0, 0.0, 0.0], [0.0, 0.0, 0.0], [0.0, 0.0, 0.0], [0.0, 0.0, 0.0], [0.0, 0.0, 0.0], [0.0, 0.0, 0.0], [0.0, 0.0, 0.0], [0.0, 0.0, 0.0], [0.0, 0.0, 0.0], [0.0, 0.0, 0.0], [0.0, 0.0, 0.0], [0.0, 0.0, 0.0], [0.0, 0.0, 0.0], [0.0, 0.0, 0.0], [0.0, 0.0, 0.0], [0.0, 0.0, 0.0], [0.2, 0.0, 0.0], [-0.1, -0.1, 0.1], [0.0, 0.0, 0.0], [0.0, 0.0, 0.0], [0.0, 0.0, 0.0], [0.0, 0.0, 0.0], [-0.1, 0.2, 0.1], [-0.1, 0.0, -0.1], [0.0, 0.0, 0.0], [0.0, 0.0, 0.0], [0.0, 0.0, 0.0], [0.0, 0.0, 0.0], [0.0, 0.0, 0.0], [0.0, 0.0, 0.0], [0.1, 0.0, -0.1], [0.0, 0.0, 0.0], [0.0, 0.0, 0.0], [0.0, 0.0, 0.0], [0.0, 0.0, -0.1], [0.0, -0.1, -0.1], [0.0, 0.0, -0.1], [-0.1, 0.0, 0.0], [0.1, 0.0, 0.0], [0.0, 0.0, 0.0], [0.1, 0.0, 0.0], [0.0, 0.0, 0.0], [0.0, 0.0, 0.0], [0.0, 0.0, 0.0], [0.0, 0.0, 0.0], [0.0, 0.0, 0.0], [0.0, 0.0, 0.0], [0.0, 0.0, 0.0], [0.0, 0.0, 0.0], [0.0, 0.0, 0.0], [0.0, 0.0, 0.0], [0.0, 0.0, 0.0], [-0.1, 0.0, 0.0], [0.0, 0.0, 0.0], [0.2, 0.1, -0.3], [0.0, -0.1, 0.1], [0.0, 0.0, 0.0], [0.1, 0.0, 0.0], [-0.1, -0.2, 0.0], [-0.1, 0.1, 0.0], [0.0, 0.0, 0.0], [0.0, 0.1, 0.0], [0.0, 0.0, 0.0], [0.0, 0.0, 0.0], [0.0, 0.0, 0.0], [0.0, 0.0, 0.0], [0.0, 0.0, 0.0], [0.0, 0.0, 0.0], [0.0, 0.0, 0.0], [0.0, 0.0, 0.0], [0.0, 0.0, 0.0], [0.0, 0.0, 0.0], [0.0, 0.0, 0.0], [0.0, 0.0, 0.0], [-0.1, 0.0, 0.0], [0.0, 0.0, 0.1], [0.0, 0.0, 0.0]], "lowdin_charge": [0.857, 0.011, -0.087, 0.377, -0.014, -0.148, -0.403, 0.766, -0.376, -0.140, -0.268, -0.323, 0.802, -0.395, -0.154, -0.361, -0.155, -0.225, -0.072, -0.061, -0.075, -0.070, -0.034, 0.077, 0.060, 0.064, 0.019, -0.028, -0.038, 0.025, 0.060, 0.080, 0.064, 0.041, 0.044, 0.000, 0.060, 0.076, 0.061, 0.010, 0.071, 0.066, 0.075, 0.057, 0.048, 0.111, 0.108, 0.108, 0.100, -0.679, 0.987, -0.302, -0.220, -0.244, -0.291, 0.889, -0.637, -0.409, -0.087, -0.072, -0.068, -0.063, -0.095, -0.408, -0.084, -0.062, -0.052, -0.089, -0.103, 0.098, 0.092, 0.126, 0.082, 0.036, 0.124, 0.089, 0.096, 0.102, 0.107, 0.109, 0.110, 0.106, 0.116, 0.111, 0.112, -0.016, 0.071, 0.328, 0.073, 0.129, -0.819, 0.441, 0.061, -0.243, -0.037, -0.066, -0.074, -0.068, -0.019, 0.051, 0.109, 0.097, 0.120, 0.111, 0.109, 0.110, 0.111, -0.089, 0.035, 0.075], "orbital_gap_ha": 0.228, "total_energy_ha": -15484.288268, "charge": 1, "relative_energy_ev": 0.0000, "homo_ev": -9.93}